(1)
DFT (ωB97M-V with the def2-TZVPD basis set) results for a structure of composition C59H51IrNP3Si.

XYZ file:
```
116
Properties=species:S:1:pos:R:3
Ir 0.13230 0.19520 0.14008
C 0.43210 0.66042 -6.21392
C -0.44671 1.29979 -5.34865
C -0.63206 0.81599 -4.06456
C 0.06359 -0.31448 -3.62816
C 0.92995 -0.95981 -4.50654
C 1.11513 -0.47003 -5.79202
P -0.33430 -0.89672 -1.95029
C 0.38947 -2.57254 -1.91205
C -0.31602 -3.73862 -1.80553
C 0.36718 -4.97557 -1.78582
C 1.77872 -5.05190 -1.89204
C 2.49992 -3.89983 -1.96915
C 1.82432 -2.64840 -1.95455
C -2.14263 -1.00909 -1.98815
C -2.80862 -1.86211 -2.86632
C -4.19399 -1.88199 -2.89284
C -4.91329 -1.03627 -2.05789
C -4.24923 -0.14845 -1.22269
C -2.85437 -0.10671 -1.17859
Si -1.89009 1.21853 -0.24565
C -2.63284 1.62544 1.42866
C -3.93192 2.11521 1.57620
C -4.49992 2.26372 2.83322
C -3.78941 1.89288 3.96708
C -2.49191 1.42096 3.85024
C -1.90310 1.32235 2.58954
P -0.21999 0.72484 2.34187
C -0.26524 -1.08224 2.38051
C -1.20704 -1.68530 1.52706
C -1.19649 -3.07541 1.34843
C -0.27180 -3.84901 2.01398
C 0.65731 -3.24848 2.87398
C 0.68229 -1.88284 3.03865
C 0.99711 1.36787 3.48380
C 0.68347 2.14346 4.59808
C 1.69856 2.60726 5.42147
C 3.02308 2.31483 5.13044
C 3.34154 1.56530 4.00393
C 2.33352 1.09576 3.18141
C -1.58537 2.74048 -1.28179
C -2.59423 3.54043 -1.82110
C -2.27867 4.71763 -2.48255
C -0.95370 5.12925 -2.59037
C 0.06158 4.35210 -2.05855
C -0.25608 3.14675 -1.43220
P 1.02320 2.10176 -0.70993
C 2.26154 1.65959 -1.94709
C 2.26927 2.16712 -3.24306
C 3.26182 1.77852 -4.13272
C 4.24295 0.88072 -3.74019
C 4.23841 0.36687 -2.44815
C 3.25273 0.75521 -1.55437
C 1.85260 3.16555 0.48929
C 1.04409 3.85402 1.39723
C 1.61167 4.71081 2.32232
C 2.99131 4.88610 2.34961
C 3.79668 4.21330 1.44376
C 3.23188 3.35385 0.51044
H 0.56776 1.03018 -7.22151
H -1.00202 2.16791 -5.67889
H -1.33861 1.31356 -3.41207
H 1.45152 -1.86838 -4.23300
H 1.78092 -0.98729 -6.46999
H -1.39624 -3.73549 -1.76465
H -0.20669 -5.89085 -1.70604
H 2.26340 -6.01828 -1.91796
H 3.57893 -3.91759 -2.04165
H 2.38274 -1.75226 -2.19952
H -2.25412 -2.49479 -3.55054
H -4.71202 -2.54778 -3.56991
H -5.99494 -1.05496 -2.07345
H -4.83521 0.51725 -0.60101
H -4.51568 2.39293 0.70609
H -5.50503 2.65230 2.92938
H -4.24590 1.97167 4.94443
H -1.95997 1.11279 4.74069
H -2.06243 -1.12790 1.16386
H -1.96928 -3.53065 0.74104
H -0.29180 -4.92701 1.91971
H 1.34210 -3.87084 3.43571
H 1.39154 -1.42416 3.71628
H -0.33765 2.41171 4.82244
H 1.45186 3.20395 6.28911
H 3.81115 2.68144 5.77461
H 4.37820 1.36183 3.76692
H 2.58154 0.53183 2.28593
H -3.63527 3.25103 -1.72894
H -3.06701 5.32941 -2.90084
H -0.71624 6.06288 -3.08245
H 1.08938 4.69072 -2.11920
H 1.50574 2.85899 -3.56824
H 3.26856 2.18425 -5.13552
H 5.01936 0.58994 -4.43542
H 5.02026 -0.31478 -2.13576
H 3.26647 0.37467 -0.53806
H -0.03666 3.74185 1.36664
H 0.98094 5.25411 3.01351
H 3.43457 5.56450 3.06651
H 4.86698 4.37127 1.44750
H 3.87037 2.86302 -0.21245
C 4.42421 -2.21549 3.06732
C 4.72177 -2.05551 1.57030
C 5.48665 -0.75273 1.30106
C 5.50945 -3.26153 1.03942
C 3.44016 -1.99641 0.83778
N 2.44826 -1.97341 0.25058
H 5.36978 -2.30751 3.60191
H 3.84030 -3.11387 3.26394
H 3.89391 -1.34893 3.46325
H 6.42163 -0.77663 1.86011
H 4.91923 0.12355 1.62175
H 5.72990 -0.64613 0.24330
H 6.46877 -3.30193 1.55493
H 5.70530 -3.16576 -0.02934
H 4.98725 -4.20064 1.22384
```

## Properties
2S+1 = 2
lowest unoccupied orbital energy (spin up / spin down) = -7.96 / -11.42 eV
relative energy (zero: lowest compared OMol25 entry of this formula, charge and spin) = 0.0 kcal per mole
HOMO-LUMO gap (spin up / spin down) = 7.84 / 4.38 eV
⟨S²⟩ = 0.77
E_HOMO (spin up / spin down) = -15.802 / -15.801 eV
F_max = 0.61 eV/A
total charge = +3



(2)
DFT (ωB97M-V with the def2-TZVPD basis set) results for a structure of composition C59H52N2O6PdS3Sb.

XYZ file:
```
124
Properties=species:S:1:pos:R:3
Pd 0.24667 0.15965 -0.17404
C 5.62629 -3.19527 -2.18212
C 4.77347 -3.19828 -0.92610
C 5.25376 -4.20060 0.10979
O 3.42833 -3.49501 -1.25975
C 2.61228 -2.34317 -1.05114
C 3.43765 -1.50459 -0.07999
O 4.77684 -1.89512 -0.37628
C 3.27464 0.03325 -0.16864
O 2.08224 0.36612 0.47060
C 3.44710 0.50515 -1.62055
C 2.41355 1.06244 -2.36120
C 2.59779 1.42517 -3.69164
C 3.82417 1.24403 -4.30795
C 4.87604 0.71433 -3.57070
C 4.69034 0.35744 -2.24498
C 4.31514 0.73034 0.73036
C 4.66867 0.17984 1.95996
C 5.49998 0.86076 2.83564
C 5.98584 2.11872 2.50635
C 5.62630 2.68550 1.29362
C 4.79862 1.99646 0.41704
C 1.20625 -2.78516 -0.57093
O 0.30852 -1.72890 -0.63773
C 0.63868 -3.79999 -1.59140
C 0.01683 -4.98832 -1.23503
C -0.53089 -5.82873 -2.20048
C -0.48092 -5.48874 -3.53954
C 0.10073 -4.28064 -3.90700
C 0.64129 -3.44805 -2.94451
C 1.34405 -3.39379 0.82694
C 1.93373 -4.64176 1.03128
C 2.08708 -5.15977 2.31034
C 1.66762 -4.42981 3.41410
C 1.10792 -3.17485 3.22310
C 0.95298 -2.66308 1.94205
H 5.63554 -4.19010 -2.62884
H 6.64938 -2.90133 -1.94192
H 5.21071 -2.48473 -2.89596
H 5.16739 -5.21604 -0.28058
H 4.64175 -4.11598 1.00750
H 6.29558 -4.00238 0.36468
H 2.48329 -1.80183 -1.98980
H 3.18598 -1.78175 0.94698
H 1.45563 1.24821 -1.89932
H 1.77107 1.86189 -4.23887
H 3.96680 1.52621 -5.34413
H 5.85014 0.58357 -4.02767
H 5.52060 -0.04056 -1.67999
H 4.28850 -0.79031 2.24942
H 5.76106 0.40889 3.78508
H 6.62972 2.65473 3.19295
H 5.98435 3.67243 1.02591
H 4.51830 2.46100 -0.51940
H -0.05143 -5.27668 -0.19411
H -0.99641 -6.75802 -1.89148
H -0.90507 -6.14509 -4.28971
H 0.12514 -3.98230 -4.94872
H 1.06083 -2.49900 -3.24759
H 2.27986 -5.21124 0.17934
H 2.54129 -6.13495 2.44228
H 1.78481 -4.83213 4.41351
H 0.79237 -2.58254 4.07414
H 0.53644 -1.67881 1.79959
O -1.93853 5.60002 1.06023
C -0.61108 5.49494 1.25003
C 0.06989 6.61982 1.71861
C 1.43013 6.56636 1.95811
C 2.14305 5.39276 1.73212
C 1.47481 4.28257 1.24897
C 0.10393 4.31262 0.99517
C -0.52914 3.07633 0.44714
O 0.26969 2.19224 0.02189
N -1.84659 3.05411 0.44152
N -2.40134 1.92344 -0.13909
C -3.65542 2.03136 -0.26942
S -4.57925 3.44426 0.28741
C -6.09460 2.99054 -0.59172
C -6.21247 1.47937 -0.57822
S -4.61882 0.79653 -1.08435
H -2.25007 4.69634 0.78304
H -0.50048 7.52292 1.89521
H 1.93930 7.44866 2.32852
H 3.20600 5.34452 1.93003
H 1.99682 3.35287 1.05515
H -6.05347 3.36525 -1.61479
H -6.93077 3.46063 -0.07336
H -6.96126 1.12147 -1.28544
H -6.46524 1.12084 0.41824
S -2.18563 -1.55546 1.31090
Sb -3.64036 -3.13064 0.74101
C -5.63047 -2.55123 1.19140
C -5.80308 -1.41550 1.97310
C -7.08517 -0.98982 2.29830
C -8.18964 -1.68655 1.82970
C -8.01777 -2.81637 1.04015
C -6.73797 -3.24929 0.72214
C -3.34674 -4.84064 1.96631
C -3.66892 -6.15450 1.64544
C -3.38096 -7.18193 2.53397
C -2.76381 -6.90227 3.74415
C -2.43544 -5.59376 4.06724
C -2.72432 -4.56531 3.18198
C -3.68456 -3.68742 -1.30212
C -4.26963 -4.84955 -1.79470
C -4.31047 -5.07781 -3.16227
C -3.75818 -4.15267 -4.03626
C -3.15061 -3.00732 -3.54467
C -3.11279 -2.77174 -2.17830
H -4.92963 -0.86771 2.31312
H -7.21917 -0.10660 2.91060
H -9.18796 -1.34662 2.07561
H -8.87951 -3.36004 0.67356
H -6.61220 -4.13199 0.10392
H -4.13496 -6.39904 0.70021
H -3.62832 -8.20325 2.27290
H -2.52640 -7.70627 4.42938
H -1.93302 -5.37098 4.99987
H -2.42223 -3.54954 3.41252
H -4.70645 -5.58046 -1.12667
H -4.77031 -5.98092 -3.54413
H -3.78377 -4.33572 -5.10317
H -2.69199 -2.29795 -4.22102
H -2.60965 -1.89524 -1.79174
```

## Properties
lowest unoccupied orbital energy = 2.03 eV
relative energy (zero: lowest compared OMol25 entry of this formula, charge and spin) = 0.0 kcal per mole
HOMO-LUMO gap = 7.17 eV
E_HOMO = -5.140 eV
F_max = 0.42 eV/A
total charge = -1



Which value of F_max does entry 2 give? 0.42 eV/A